Record 1
{
  "formula": "C15H43O7PdS6",
  "method": "wB97M-V/def2-TZVPD",
  "lumo_ev": [-1.91, -2.04],
  "orbital_gap_ev": [7.6, 7.5],
  "e_tot_ha": -3640.53427,
  "s2": 2.0039,
  "homo_ha": [-0.3502, -0.3506],
  "de_lowest_ev": 0.594,
  "spin_multiplicity": 3,
  "total_charge": 1,
  "species": ["Pd", "C", "C", "C", "O", "H", "H", "H", "H", "H", "H", "H", "C", "S", "O", "C", "H", "H", "H", "H", "H", "H", "C", "S", "O", "C", "H", "H", "H", "H", "H", "H", "C", "S", "O", "C", "H", "H", "H", "H", "H", "H", "C", "S", "O", "C", "H", "H", "H", "H", "H", "H", "C", "S", "O", "C", "H", "H", "H", "H", "H", "H", "C", "S", "O", "C", "H", "H", "H", "H", "H", "H"],
  "positions_angstrom": [[-0.5418, -0.2162, 0.2417], [-1.8407, -4.1003, -0.8794], [-1.4223, -2.7239, -1.4141], [-1.6328, -2.6538, -2.9325], [-1.8597, -1.6513, -0.6669], [-2.9174, -4.1948, -1.0497], [-1.6838, -4.0904, 0.2014], [-1.2897, -4.9359, -1.3085], [-0.3143, -2.7710, -1.3180], [-1.5279, -1.6743, -3.4020], [-2.6458, -3.0183, -3.1358], [-0.9158, -3.2958, -3.4508], [1.8531, -4.3068, 0.7821], [2.2567, -2.6929, -0.0058], [1.2810, -1.7006, 0.5432], [3.8072, -2.5236, 0.9339], [0.9161, -4.6021, 0.2972], [1.5487, -4.1502, 1.8148], [2.5510, -5.1227, 0.6176], [4.4556, -3.3925, 0.8298], [3.5570, -2.3928, 1.9883], [4.4060, -1.6522, 0.6631], [-4.2669, 2.7089, 1.5554], [-2.6673, 2.0563, 2.1610], [-2.1737, 1.1215, 1.0853], [-1.6173, 3.5209, 1.9456], [-4.4327, 3.6560, 2.0754], [-5.0491, 1.9840, 1.7447], [-4.1471, 3.0140, 0.5174], [-1.8882, 4.3419, 2.6152], [-1.6788, 3.9243, 0.9324], [-0.5669, 3.2960, 2.1089], [2.8382, 2.7337, 2.1491], [2.1289, 1.5888, 0.9188], [0.6869, 1.3081, 1.3000], [1.9407, 2.7487, -0.4505], [3.8048, 3.0807, 1.7792], [2.9800, 2.2406, 3.1070], [2.2167, 3.6253, 2.2449], [2.8420, 2.7520, -1.0699], [1.8657, 3.7746, -0.0784], [1.0919, 2.5375, -1.0916], [-3.3826, 0.9340, -2.2899], [-1.7655, 1.6993, -2.5728], [-1.0184, 1.2790, -1.3470], [-2.3005, 3.3995, -2.2182], [-3.7021, 1.0875, -1.2607], [-3.2847, -0.1358, -2.4681], [-4.1493, 1.3676, -2.9366], [-3.0392, 3.4209, -1.4234], [-2.6100, 3.9967, -3.0744], [-1.3688, 3.8485, -1.8610], [-0.1718, 0.4756, 4.5607], [-0.5146, -1.1290, 3.8329], [-0.7861, -0.9198, 2.3722], [1.1707, -1.7333, 3.9201], [0.2220, 0.3171, 5.5661], [-1.0638, 1.0946, 4.6289], [0.5785, 0.9848, 3.9552], [1.8882, -1.1091, 3.3846], [1.1993, -2.7213, 3.4690], [1.5093, -1.7770, 4.9571], [2.4867, -1.5918, -3.4135], [1.1249, -0.4099, -2.9888], [1.1491, -0.1344, -1.5085], [1.8166, 1.0393, -3.7861], [3.3410, -1.3794, -2.7768], [2.6096, -1.5196, -4.4934], [2.1160, -2.5964, -3.2187], [1.2744, 1.9732, -3.6528], [1.8988, 0.8942, -4.8649], [2.8245, 1.1940, -3.3906]],
  "mulliken_charge": [1.402, -1.729, 2.398, -1.621, -1.027, 0.454, 0.350, 0.335, -1.108, 0.250, 0.441, 0.338, -0.744, 0.521, -0.480, -1.057, 0.128, 0.149, 0.443, 0.450, 0.238, 0.311, -0.914, 0.333, -0.563, -0.482, 0.423, 0.342, 0.103, 0.534, 0.149, -0.110, -1.202, 0.734, -0.353, -0.746, 0.437, 0.362, 0.380, 0.417, 0.459, -0.208, -0.729, 0.402, 0.002, -0.752, 0.064, 0.097, 0.515, -0.005, 0.445, 0.262, -0.582, 0.235, -0.321, -0.476, 0.454, 0.312, -0.123, -0.021, -0.014, 0.535, -1.267, 0.617, -0.223, -1.161, 0.324, 0.527, 0.290, 0.267, 0.435, 0.354]
}

***

Record 2
{
  "formula": "C2H3N3O3",
  "method": "wB97M-V/def2-TZVPD",
  "lumo_ev": 0.13,
  "orbital_gap_ev": 10.7,
  "e_tot_ha": -467.90300,
  "smiles": "Nn1[nH]c(=O)oc1=O",
  "homo_ha": -0.3895,
  "de_lowest_ev": 1.669,
  "species": ["N", "N", "N", "C", "O", "O", "C", "O", "H", "H", "H"],
  "positions_angstrom": [[1.6723, -0.9154, -0.1166], [0.3541, -0.3725, 0.1744], [-0.9528, -0.8891, -0.3281], [-1.8244, 0.1874, -0.2425], [-3.0209, 0.2271, 0.2083], [-0.9620, 1.2756, -0.2838], [0.2721, 0.9742, 0.0064], [1.1999, 1.6661, 0.0356], [2.2403, -0.2577, -0.6264], [2.3329, -0.4397, 0.7124], [-1.3114, -1.4562, 0.4602]],
  "mulliken_charge": [-0.707, 0.295, -0.358, 0.598, -0.518, -0.276, 0.558, -0.519, 0.282, 0.325, 0.320]
}

***

Record 3
{
  "formula": "CH4N3O2",
  "method": "wB97M-V/def2-TZVPD",
  "lumo_ev": 4.57,
  "orbital_gap_ev": 9.0,
  "e_tot_ha": -355.24276,
  "homo_ha": -0.1627,
  "de_lowest_ev": 0.273,
  "total_charge": -1,
  "species": ["C", "N", "N", "N", "O", "O", "H", "H", "H", "H"],
  "positions_angstrom": [[2.2614, -0.0165, 0.1159], [-0.8378, 0.1433, -0.4214], [-2.8565, 0.1968, 0.4927], [-1.7714, 0.6819, 0.3114], [1.6063, 1.0091, 0.1060], [1.9305, -1.1396, -0.1620], [0.0176, 0.6855, -0.3470], [-0.8045, -0.9556, -0.3750], [-2.9558, -0.8273, 0.2139], [3.4103, 0.2225, 0.0655]],
  "mulliken_charge": [0.037, -0.331, -0.526, 0.032, -0.658, -0.603, 0.403, 0.256, 0.137, 0.254]
}

***

Record 4
{
  "formula": "C45H95N5O5",
  "method": "wB97M-V/def2-TZVPD",
  "lumo_ev": 0.56,
  "orbital_gap_ev": 8.3,
  "e_tot_ha": -2421.34614,
  "smiles": "CC1(C)CCCC(C)(C)N1O.CC1(C)CCCC(C)(C)N1O.CC1(C)CCCC(C)(C)N1O.CC1(C)CCCC(C)(C)N1O.CC1(C)CCCC(C)(C)N1O",
  "homo_ha": -0.2858,
  "de_lowest_ev": 0.000,
  "species": ["C", "C", "C", "C", "C", "C", "C", "C", "C", "N", "O", "H", "H", "H", "H", "H", "H", "H", "H", "H", "H", "H", "H", "H", "H", "H", "H", "H", "H", "H", "C", "C", "C", "C", "C", "C", "C", "C", "C", "N", "O", "H", "H", "H", "H", "H", "H", "H", "H", "H", "H", "H", "H", "H", "H", "H", "H", "H", "H", "H", "C", "C", "C", "C", "C", "C", "C", "C", "C", "N", "O", "H", "H", "H", "H", "H", "H", "H", "H", "H", "H", "H", "H", "H", "H", "H", "H", "H", "H", "H", "C", "C", "C", "C", "C", "C", "C", "C", "C", "N", "O", "H", "H", "H", "H", "H", "H", "H", "H", "H", "H", "H", "H", "H", "H", "H", "H", "H", "H", "H", "C", "C", "C", "C", "C", "C", "C", "C", "C", "N", "O", "H", "H", "H", "H", "H", "H", "H", "H", "H", "H", "H", "H", "H", "H", "H", "H", "H", "H", "H"],
  "positions_angstrom": [[-7.3191, 3.1201, 5.3564], [-5.9890, 3.8311, 5.3924], [-5.5750, 4.3131, 3.9902], [-6.1529, 5.0631, 6.2773], [-4.8470, 5.6964, 6.7461], [-4.0124, 4.6449, 7.4657], [-3.7733, 3.4144, 6.5995], [-2.6983, 3.7174, 5.5322], [-3.2006, 2.3095, 7.4790], [-5.0234, 2.9314, 6.0230], [-4.7706, 1.8334, 5.1483], [-7.2542, 2.1470, 4.8696], [-7.7326, 3.0011, 6.3584], [-8.0631, 3.6930, 4.7921], [-6.4155, 4.9109, 3.6262], [-4.7407, 4.9968, 4.1034], [-5.3809, 3.5158, 3.2793], [-6.8218, 5.7298, 5.7314], [-6.6468, 4.7931, 7.2175], [-4.3047, 6.2486, 5.9759], [-5.0878, 6.4535, 7.5017], [-4.4819, 4.3910, 8.4161], [-3.0260, 5.0805, 7.6377], [-2.5138, 2.8156, 4.9524], [-1.7640, 3.9331, 6.0572], [-2.9526, 4.5455, 4.8800], [-3.8365, 2.1295, 8.3468], [-2.1947, 2.5299, 7.8479], [-3.0284, 1.3970, 6.9012], [-4.9166, 1.0740, 5.7188], [2.9243, 2.7899, 1.8182], [4.4065, 2.4290, 1.9342], [4.9478, 2.8958, 3.2784], [4.5255, 0.8950, 1.8993], [4.5132, 0.2717, 0.5086], [5.4400, 0.9689, -0.4731], [5.2379, 2.4997, -0.5074], [6.4846, 3.0758, -1.1930], [3.9650, 2.8018, -1.2972], [5.2480, 2.9731, 0.8796], [5.1595, 4.3919, 0.8901], [2.3551, 2.5042, 2.6971], [2.8156, 3.8475, 1.5521], [2.4230, 2.3475, 0.9519], [5.9094, 2.4507, 3.5341], [5.1646, 3.9715, 3.2425], [4.2350, 2.8326, 4.0999], [5.4035, 0.5645, 2.4621], [3.6850, 0.4111, 2.4100], [4.7872, -0.7843, 0.5569], [3.4904, 0.3090, 0.1162], [5.1907, 0.5871, -1.4690], [6.4937, 0.7570, -0.2988], [7.3798, 2.5023, -0.9774], [6.6168, 4.1157, -0.8968], [6.3131, 3.1132, -2.2700], [3.4914, 3.7641, -1.0873], [3.2068, 2.0202, -1.2281], [4.1969, 2.8904, -2.3644], [5.9959, 4.6868, 1.2613], [-1.1438, 0.8341, -7.8613], [-1.7174, 0.4049, -6.4931], [-1.9729, 1.6450, -5.6588], [-3.0751, -0.2695, -6.7600], [-2.9960, -1.6845, -7.3057], [-2.1221, -2.5302, -6.3731], [-0.7485, -1.9621, -6.0390], [-0.2194, -2.6052, -4.7641], [0.2035, -2.2824, -7.2091], [-0.8460, -0.5268, -5.8160], [0.4325, 0.0553, -5.6029], [-0.1435, 1.2511, -7.7454], [-0.9912, -0.0616, -8.4727], [-1.8067, 1.4591, -8.4584], [-2.2165, 1.4061, -4.6220], [-1.0950, 2.2942, -5.6628], [-2.7943, 2.2129, -6.0982], [-3.6783, -0.2833, -5.8469], [-3.5943, 0.3288, -7.5118], [-3.9717, -2.1677, -7.3246], [-2.5613, -1.6924, -8.3087], [-1.9894, -3.5640, -6.7055], [-2.7175, -2.6485, -5.4540], [-0.2734, -3.6917, -4.7128], [-0.7640, -2.1810, -3.9125], [0.8182, -2.2979, -4.6020], [0.3915, -3.3646, -7.2150], [1.1680, -1.7966, -7.0985], [-0.2946, -2.1080, -8.1618], [0.4902, 0.1196, -4.6439], [-2.3964, 2.7395, 0.9202], [-1.5620, 1.6332, 1.6043], [-0.5800, 2.2757, 2.5774], [-2.4873, 0.7152, 2.3970], [-3.1930, -0.2760, 1.4861], [-2.1688, -1.1558, 0.7956], [-1.1812, -0.3607, -0.0644], [0.0879, -1.1986, -0.2104], [-1.7962, -0.1263, -1.4568], [-0.8369, 0.8855, 0.5930], [0.0540, 1.6572, -0.1666], [-1.8536, 3.1823, 0.0885], [-3.3623, 2.3742, 0.5584], [-2.6869, 3.5201, 1.6339], [0.1286, 2.9489, 2.0966], [-1.0725, 2.8047, 3.3908], [0.0066, 1.4677, 3.0309], [-1.9488, 0.1645, 3.1723], [-3.2366, 1.3697, 2.8480], [-3.9473, -0.8499, 2.0246], [-3.7271, 0.3233, 0.7422], [-2.6943, -1.8766, 0.1652], [-1.5936, -1.7360, 1.5255], [-0.1700, -2.2367, -0.4247], [0.6106, -1.2468, 0.7505], [0.7924, -0.8209, -0.9524], [-2.6658, 0.5309, -1.4418], [-2.0433, -1.0776, -1.9304], [-1.0400, 0.3733, -2.0700], [0.9254, 1.4459, 0.1855], [4.0567, -7.1864, 0.9365], [3.9086, -6.3729, -0.3286], [5.0929, -5.3833, -0.4406], [3.9445, -7.3240, -1.5257], [3.3470, -6.7615, -2.8072], [1.9313, -6.2281, -2.5749], [1.8989, -5.1826, -1.4582], [2.3711, -3.8160, -1.9640], [0.4267, -5.0728, -1.0712], [2.6267, -5.6915, -0.3185], [2.4339, -4.8964, 0.8345], [4.0172, -6.5610, 1.8349], [3.2306, -7.8887, 1.0616], [5.0297, -7.6769, 0.9700], [5.0792, -4.7466, 0.4466], [5.9959, -5.9953, -0.3800], [5.0723, -4.7758, -1.3402], [4.9624, -7.6753, -1.7341], [3.4531, -8.2698, -1.2650], [3.9560, -6.0107, -3.3067], [3.2413, -7.6287, -3.4677], [1.1778, -6.9926, -2.3985], [1.7006, -5.7566, -3.5379], [1.5567, -3.3252, -2.4961], [3.2132, -3.9410, -2.6516], [2.7138, -3.1594, -1.1638], [-0.1486, -4.7475, -1.9438], [0.1537, -4.3392, -0.3082], [0.0481, -6.0224, -0.6832], [1.8941, -5.4588, 1.3992]],
  "mulliken_charge": [-1.909, 1.628, -1.614, -1.315, -0.602, -1.190, 1.898, -1.689, -2.185, -0.024, -0.372, 0.378, 0.435, 0.371, 0.483, 0.419, 0.288, 0.473, 0.362, 0.348, 0.393, 0.350, 0.357, 0.158, 0.516, 0.402, 0.465, 0.369, 0.409, 0.350, -1.522, 1.992, -1.907, -1.243, 0.464, -1.505, 1.753, -1.682, -1.753, 0.088, -0.505, 0.546, 0.410, 0.158, 0.435, 0.419, 0.289, 0.373, 0.315, 0.426, -0.471, 0.381, 0.419, 0.361, 0.408, 0.343, 0.286, 0.287, 0.431, 0.369, -1.608, 1.243, -1.913, -1.152, -0.762, -1.356, 1.979, -2.333, -1.816, 1.017, -0.558, 0.327, 0.369, 0.427, 0.274, 0.394, 0.395, 0.335, 0.456, 0.404, 0.372, 0.471, 0.403, 0.398, 0.170, 0.534, 0.467, 0.310, 0.400, 0.329, -1.830, 1.694, -1.609, -0.925, -1.263, -1.287, 2.108, -2.338, -2.187, 1.152, -0.525, 0.237, 0.377, 0.444, 0.498, -0.222, 0.554, 0.442, 0.140, 0.489, 0.282, 0.502, 0.518, 0.181, 0.472, 0.377, 0.391, 0.432, 0.464, 0.019, -2.015, 1.441, -1.724, -1.204, -0.850, -1.037, 1.977, -1.420, -2.100, 0.543, -0.492, 0.409, 0.441, 0.404, 0.375, 0.466, 0.315, 0.424, 0.441, 0.316, 0.447, 0.505, 0.155, -0.097, 0.390, 0.400, 0.331, 0.421, 0.523, 0.335]
}